[1]
Molecular formula: C15H26ClN4O7P
Method: DFT, wB97M-V/def2-TZVPD

Geometry (Å):
N  5.69688  2.95913  -1.43835
P  4.65132  3.39472  -0.36597
O  5.39447  3.61224  1.06360
O  4.00877  4.81254  -0.81220
C  3.31803  2.16819  -0.06013
C  3.15017  1.07457  -0.76138
C  2.03287  0.08441  -0.48177
O  2.03696  -1.01853  -0.90902
C  0.88724  0.60905  0.34460
Cl  -0.68304  -0.16481  0.35947
C  1.02240  1.70606  1.07369
C  -0.11436  2.28998  1.89287
C  -1.19513  3.00373  0.98864
O  -0.95096  2.83155  -0.41413
C  -2.63151  2.45193  1.27457
N  -3.39460  3.55379  1.93764
C  2.34333  2.43802  1.08862
O  2.65674  3.18423  1.95926
H  5.42242  2.05087  -1.80425
H  6.31172  3.85069  0.84408
H  3.61443  5.26919  -0.04793
H  3.79358  0.83487  -1.61121
H  0.30770  3.04578  2.57429
H  -0.56921  1.53338  2.54727
H  -1.14452  4.08306  1.18648
H  -0.63734  3.64972  -0.81448
H  -3.17014  2.22384  0.32739
H  -2.60616  1.52000  1.85786
H  -4.22271  3.74078  1.38756
H  -3.63607  3.25036  2.87359
C  -5.46678  -2.67962  -0.58069
N  -4.55843  -1.56168  -0.40502
C  -4.77439  -0.25033  -0.68224
C  -6.11862  0.13501  -1.24682
O  -3.89581  0.57575  -0.47426
H  -5.62980  -3.15824  0.38639
H  -5.01006  -3.40323  -1.25785
H  -6.42127  -2.36271  -0.98770
H  -3.64008  -1.74682  -0.03154
H  -6.13843  1.20830  -1.41480
H  -6.28759  -0.36851  -2.19959
H  -6.91245  -0.12138  -0.54375
C  2.01565  -3.76343  -1.05898
N  2.25570  -5.15077  -1.42484
C  2.98965  -6.08290  -0.76267
C  3.65790  -5.66147  0.52342
O  3.09443  -7.21628  -1.20620
H  0.94015  -3.61404  -0.95097
H  2.38105  -3.12400  -1.85811
H  2.50922  -3.49493  -0.13176
H  1.83898  -5.50005  -2.27364
H  4.20323  -6.50742  0.93284
H  4.36360  -4.85087  0.33584
H  2.91082  -5.34371  1.25228

Cartesian forces (eV/Å) of the 3 atoms listed first:
N -1.053 -0.216 0.338
P 1.712 -0.480 -0.959
O -0.893 0.456 -0.604

Properties
E, a.u.: -2134.4355
Orbital gap, eV: 7.57

---

[2]
Molecular formula: C3H3F5KN2O11S4
Method: DFT, wB97M-V/def2-TZVPD

Geometry (Å):
K  17.96636  -16.39909  -2.62702
N  20.58985  -15.52602  -3.29216
S  21.07968  -14.24340  -2.48612
O  20.44265  -13.00721  -2.80840
O  22.43685  -14.23463  -2.06215
F  20.26264  -14.67774  -1.13639
S  21.55129  -15.31005  -4.64725
O  22.75815  -16.04136  -4.57751
O  21.52827  -14.02410  -5.25638
F  20.62576  -16.15221  -5.62045
N  18.59665  -19.00397  -3.41877
S  18.02325  -20.25571  -2.50555
O  18.94423  -21.30544  -2.27749
O  16.63683  -20.52220  -2.65366
F  18.13725  -19.40832  -1.13716
S  18.09782  -19.43107  -4.86205
O  16.90408  -18.80578  -5.32288
O  18.40139  -20.75971  -5.26060
F  19.25158  -18.64586  -5.64030
C  16.24902  -16.41888  2.79627
C  15.05990  -17.34463  2.64842
O  14.79929  -17.28548  1.26293
C  15.96564  -16.96502  0.64044
O  16.14106  -17.02380  -0.53217
O  16.91138  -16.65675  1.55750
F  13.99217  -16.94257  3.37529
H  16.85505  -16.75274  3.63643
H  16.01816  -15.36468  2.94207
H  15.30159  -18.37681  2.91016

Cartesian forces (eV/Å) of the 3 atoms listed first:
K 0.277 -0.198 -0.008
N 1.845 1.541 -1.868
S -1.737 0.400 2.979

Properties
E, a.u.: -3745.4451
Orbital gap, eV: 8.90
Charge: -1

---

[3]
Molecular formula: C9H12NSe
Method: DFT, wB97M-V/def2-TZVPD

Geometry (Å):
C  2.82825  -1.77391  0.44303
C  1.87469  -2.62085  1.04769
C  2.49815  -0.52282  0.04702
C  0.56328  -2.21385  1.16125
C  1.14246  0.04221  0.23745
C  0.16302  -0.97352  0.69410
C  -2.42628  0.54477  -2.37464
C  -2.11269  1.41761  -1.41111
C  -1.38529  1.07580  -0.21746
N  -1.30128  2.24868  0.74290
Se  -1.66442  -0.59641  0.62983
H  3.83601  -2.13868  0.32326
H  2.16588  -3.59727  1.39572
H  3.24931  0.14254  -0.35446
H  -0.18656  -2.89108  1.55133
H  1.27060  0.83665  0.98579
H  -2.87074  0.85076  -3.30196
H  -2.23817  -0.50975  -2.24929
H  -2.28538  2.47495  -1.58391
H  0.70518  0.61058  -0.65034
H  -2.23009  2.59416  1.02296
H  -0.81170  3.02085  0.27428
H  -0.78422  1.97860  1.58655

Cartesian forces (eV/Å) of the 3 atoms listed first:
C 0.462 0.316 -0.288
C -0.663 0.434 -0.003
C 0.007 -0.011 0.126

Properties
E, a.u.: -2805.9395
Orbital gap (alpha / beta), eV: 5.24 / 5.24
Energy above the lowest of the compared OMol25 structures with the same formula, charge and spin, eV: 2.0009
Charge: +1

---

Question: Look up the E of the third one.
Answer: -2805.9395 a.u.

---

Question: Among the records above, which one has the lowest E?
Answer: C3H3F5KN2O11S4

---

Question: Among the records above, which one has the lowest E?
Answer: C3H3F5KN2O11S4

---

Question: Which value of E does entry 1 give?
Answer: -2134.4355 a.u.